# 1
{
  "formula": "C2H5FSi",
  "method": "ωB97M-V with the def2-TZVPD basis set",
  "relative_energy_ev": 3.3225,
  "multiplicity": 1,
  "molar_mass_g_mol": 76.15,
  "homo_energy_ev": -8.57,
  "e_lumo_ev": -0.11,
  "gap_ha": 0.3106,
  "total_charge": 0,
  "total_energy_ev": -12747.12709,
  "elements": ["C", "C", "F", "Si", "H", "H", "H", "H", "H"],
  "coordinates": [[1.25405, -1.29254, 0.45247], [0.15604, -1.22455, -0.28010], [-1.55508, 1.88432, -1.66620], [-1.00533, 1.40349, -0.18923], [2.05588, -1.98025, 0.56987], [1.29747, -0.45535, 1.26840], [-0.18385, -1.83355, -1.08280], [-2.29729, 1.41993, 0.47040], [0.27811, 2.07850, 0.45719]]
}

# 2
{
  "formula": "C14H7CrF6N4O6S2",
  "method": "ωB97M-V with the def2-TZVPD basis set",
  "multiplicity": 5,
  "molar_mass_g_mol": 557.35,
  "homo_energy_ev": [-12.78, -13.53],
  "e_lumo_ev": [-4.74, -4.82],
  "gap_ha": [0.2955, 0.3200],
  "total_charge": 1,
  "s2": 6.013,
  "total_energy_ev": -99265.78993,
  "elements": ["Cr", "O", "N", "O", "C", "C", "C", "C", "C", "C", "N", "C", "C", "N", "C", "C", "C", "C", "H", "H", "H", "H", "H", "H", "H", "F", "C", "F", "F", "S", "O", "O", "N", "S", "O", "O", "C", "F", "F", "F"],
  "coordinates": [[0.50094, -0.03051, 0.25484], [-2.68456, -6.23872, -0.10831], [-1.47333, -6.30825, -0.07248], [-0.83533, -7.33536, -0.02325], [-0.70164, -5.03718, -0.08380], [0.64465, -5.17253, -0.09988], [1.51328, -4.04373, -0.10860], [2.91636, -4.12629, -0.16006], [3.64531, -2.96120, -0.16948], [2.98637, -1.73500, -0.10609], [1.66340, -1.62472, -0.05537], [0.93506, -2.77454, -0.07345], [-0.48790, -2.62901, -0.06552], [-0.92806, -1.34352, -0.06016], [-2.23313, -1.11318, -0.06976], [-3.15740, -2.15268, -0.08956], [-2.73046, -3.45963, -0.09549], [-1.34536, -3.74202, -0.07975], [1.06562, -6.16808, -0.10287], [3.40005, -5.09394, -0.19114], [4.72414, -2.98125, -0.22047], [3.55136, -0.81087, -0.08962], [-2.54090, -0.07547, -0.06398], [-4.21277, -1.92274, -0.10242], [-3.44541, -4.26242, -0.11373], [0.71072, 2.21287, 5.49149], [0.94509, 1.16870, 4.72841], [0.89331, 0.06497, 5.45170], [2.15051, 1.28008, 4.15388], [-0.27394, 1.03264, 3.32746], [0.32180, -0.02120, 2.50396], [-1.59586, 0.80242, 3.78668], [-0.02615, 2.46769, 2.69807], [-0.19829, 2.79455, 1.20204], [-0.63645, 1.62585, 0.40941], [-0.80517, 4.02779, 0.89003], [1.59290, 2.90370, 0.64277], [1.73891, 3.50317, -0.51084], [2.01764, 1.56226, 0.45605], [2.38228, 3.42726, 1.53941]]
}

# 3
{
  "formula": "C32H41AsBBaF6N7O7S6",
  "method": "ωB97M-V with the def2-TZVPD basis set",
  "relative_energy_ev": 2.3366,
  "multiplicity": 1,
  "molar_mass_g_mol": 1165.17,
  "homo_energy_ev": -2.60,
  "e_lumo_ev": 3.68,
  "gap_ha": 0.2307,
  "total_charge": -2,
  "total_energy_ev": -202138.06548,
  "elements": ["Ba", "C", "N", "C", "C", "N", "C", "C", "N", "C", "C", "N", "C", "N", "C", "C", "C", "N", "C", "H", "H", "H", "H", "H", "H", "H", "H", "H", "H", "H", "H", "H", "H", "H", "H", "H", "H", "H", "H", "H", "H", "H", "H", "O", "C", "S", "C", "C", "S", "S", "S", "C", "As", "C", "C", "C", "C", "C", "C", "C", "C", "H", "H", "H", "H", "H", "H", "H", "H", "H", "H", "H", "H", "H", "F", "C", "F", "F", "S", "O", "O", "N", "S", "O", "O", "C", "F", "F", "F", "O", "B", "O", "C", "C", "C", "C", "C", "C", "H", "H", "H", "H"],
  "coordinates": [[0.81509, -3.13665, -2.93709], [2.27890, 2.31212, -1.41050], [1.68578, 3.70372, -1.43680], [1.10366, 3.94912, -2.76613], [0.13806, 5.09672, -2.49805], [0.02582, 5.11380, -1.10572], [-0.69632, 6.19758, -0.48574], [0.84924, 4.20717, -0.46436], [0.82214, 4.06060, 0.78553], [1.79011, 3.42258, 1.63168], [1.33750, 2.46592, 2.61736], [1.36598, 1.13936, 2.04166], [0.48724, 0.52648, 1.34705], [0.71636, -0.70759, 0.84929], [1.92426, -1.41386, 1.09404], [-0.09947, -1.00789, -0.30125], [-1.33214, -0.25699, 0.09233], [-0.79529, 0.88718, 0.82112], [-1.65428, 1.99735, 1.06592], [2.33860, 2.00078, -2.44124], [1.61527, 1.73083, -0.70600], [3.33039, 2.27679, -0.99441], [0.47536, 3.14648, -3.12194], [1.86336, 4.20258, -3.47498], [-0.73726, 4.85809, -3.07400], [0.54417, 6.01883, -2.85142], [-1.81467, 6.11383, -0.70040], [-0.42156, 7.21793, -0.70178], [-0.56323, 6.08234, 0.58674], [2.20914, 4.26344, 2.20913], [2.67440, 3.06500, 1.10990], [0.31466, 2.74533, 2.96625], [1.95313, 2.39116, 3.50355], [1.93692, -2.44288, 0.64157], [1.85685, -1.50636, 2.16587], [2.77974, -0.99437, 0.57292], [-0.32830, -2.08988, -0.20181], [0.42454, -0.61739, -1.18696], [-2.08716, -0.89594, 0.62014], [-1.83767, 0.08439, -0.79639], [-2.33588, 1.88342, 1.94528], [-2.29931, 2.03368, 0.15777], [-1.02530, 2.88665, 1.14127], [-3.96680, -4.05617, 1.83666], [-3.43975, -4.12142, 0.71688], [-3.62244, -2.98980, -0.56013], [-2.42559, -3.71821, -1.68301], [-1.82662, -4.86966, -1.29542], [-0.50757, -5.87398, -2.11939], [-2.26522, -5.43950, 0.42053], [-2.06607, -3.05085, -3.30888], [-1.17821, -0.94288, 4.09788], [-2.20289, -1.40862, 5.74328], [-2.05052, -3.37067, 6.24353], [-4.00456, -1.48593, 4.82685], [-4.71730, -0.24726, 4.28564], [-4.73522, 0.08640, 2.88416], [-5.51251, 1.09119, 2.42442], [-6.39000, 1.78362, 3.28356], [-6.44129, 1.45773, 4.60735], [-5.59213, 0.46392, 5.13429], [-1.03692, -1.59170, 3.25253], [-0.15895, -0.69278, 4.29105], [-1.53515, 0.02302, 3.80876], [-2.64660, -3.92032, 5.52866], [-2.36857, -3.44222, 7.25320], [-0.99896, -3.69641, 6.20725], [-4.62496, -1.97950, 5.59016], [-3.76034, -2.17354, 4.01487], [-4.01239, -0.42104, 2.26474], [-5.49651, 1.42044, 1.39973], [-6.99489, 2.60037, 2.92511], [-6.99241, 2.15421, 5.26113], [-5.48990, 0.24491, 6.30788], [-2.07016, 2.39451, -5.82787], [-0.94072, 1.67987, -5.70395], [-1.19258, 0.37774, -5.95950], [-0.50959, 1.77158, -4.39490], [0.52042, 2.27688, -6.84235], [-0.00310, 3.49715, -7.35945], [0.67512, 1.20243, -7.77854], [1.64579, 2.27886, -5.81259], [3.16241, 1.92577, -5.80055], [3.91211, 2.76934, -4.93627], [3.75502, 1.61427, -7.05532], [3.08586, 0.15938, -5.03378], [2.45114, 0.18455, -3.83474], [2.48671, -0.69505, -5.84558], [4.34275, -0.21642, -4.91703], [3.52718, -3.34773, -1.22959], [4.05195, -3.24023, -2.52305], [5.33228, -3.88389, -2.47954], [5.39082, -4.61392, -1.33296], [6.28664, -5.64705, -1.00517], [6.02846, -6.30184, 0.20948], [4.98400, -5.93920, 1.02977], [4.17223, -4.85429, 0.71646], [4.32764, -4.26871, -0.53645], [7.12987, -5.87249, -1.65294], [6.53019, -7.22857, 0.51734], [4.88926, -6.40203, 2.03924], [3.46066, -4.46573, 1.39717]]
}

# 4
{
  "formula": "C2H6N2S2",
  "method": "ωB97M-V with the def2-TZVPD basis set",
  "smiles": "[H]/N=C(\\CS)NS",
  "relative_energy_ev": 0.6606,
  "multiplicity": 1,
  "molar_mass_g_mol": 122.22,
  "homo_energy_ev": -8.88,
  "e_lumo_ev": 0.67,
  "gap_ha": 0.3509,
  "total_charge": 0,
  "total_energy_ev": -26821.15369,
  "elements": ["C", "C", "H", "H", "H", "H", "H", "H", "N", "N", "S", "S"],
  "coordinates": [[-0.59752, -0.02971, 1.22493], [0.33206, 0.40104, 0.08610], [-0.57271, -2.26786, 0.39284], [-1.23751, 0.83732, 1.50048], [0.03331, -0.18577, 2.13547], [1.95743, -0.07354, 1.00237], [-1.17084, 0.95999, -1.08938], [0.85517, -0.35591, -2.54889], [1.60234, 0.19356, 0.07817], [-0.20564, 0.98471, -1.03451], [-1.59554, -1.42166, 0.76041], [0.59946, 0.95781, -2.50800]]
}

# 5
{
  "formula": "C32H40N8",
  "method": "ωB97M-V with the def2-TZVPD basis set",
  "smiles": "c1cc[nH]c1.c1cc[nH]c1.c1cc[nH]c1.c1cc[nH]c1.c1cc[nH]c1.c1cc[nH]c1.c1cc[nH]c1.c1cc[nH]c1",
  "relative_energy_ev": 11.1855,
  "multiplicity": 1,
  "molar_mass_g_mol": 536.73,
  "homo_energy_ev": -7.84,
  "e_lumo_ev": 0.67,
  "gap_ha": 0.3125,
  "total_charge": 0,
  "total_energy_ev": -45741.13653,
  "elements": ["N", "C", "C", "C", "C", "H", "H", "H", "H", "H", "N", "C", "C", "C", "C", "H", "H", "H", "H", "H", "N", "C", "C", "C", "C", "H", "H", "H", "H", "H", "N", "C", "C", "C", "C", "H", "H", "H", "H", "H", "N", "C", "C", "C", "C", "H", "H", "H", "H", "H", "N", "C", "C", "C", "C", "H", "H", "H", "H", "H", "N", "C", "C", "C", "C", "H", "H", "H", "H", "H", "N", "C", "C", "C", "C", "H", "H", "H", "H", "H"],
  "coordinates": [[6.80100, 13.04200, 14.96300], [7.67900, 13.84800, 15.68900], [7.22100, 13.81100, 16.95800], [5.80900, 13.17600, 16.86800], [5.62800, 12.66600, 15.65600], [7.11200, 12.60000, 14.00200], [8.72200, 14.31900, 15.35600], [7.76600, 14.16600, 17.84600], [5.10000, 12.92300, 17.70200], [4.83800, 12.00300, 15.15000], [0.35700, 12.97700, 17.25500], [1.72200, 13.11900, 17.43900], [2.19500, 11.85600, 17.52500], [1.02300, 10.87800, 17.28700], [-0.09800, 11.66200, 17.25100], [-0.32600, 13.59900, 17.33500], [2.38600, 13.96800, 17.56300], [3.34200, 11.52700, 17.65600], [1.06300, 9.75800, 17.09600], [-1.10300, 11.38100, 17.03800], [7.40900, 11.21600, 11.91600], [7.90700, 11.88200, 10.81600], [7.18000, 12.90900, 10.44700], [5.93400, 12.91700, 11.43600], [6.12300, 11.82100, 12.25400], [7.75400, 10.44600, 12.45700], [8.74600, 11.54000, 10.45600], [7.47000, 13.39800, 9.46000], [5.07500, 13.66800, 11.75000], [5.50300, 11.55200, 12.97100], [1.73600, 12.46700, 14.35700], [1.00100, 11.56300, 13.55200], [1.23500, 11.99800, 12.22800], [2.10700, 13.15400, 12.30400], [2.50500, 13.33600, 13.61900], [1.75000, 12.40700, 15.42300], [0.80300, 10.76600, 14.02500], [0.96800, 11.38800, 11.33100], [2.46800, 13.73000, 11.30100], [3.17900, 14.08000, 14.10800], [1.41800, 17.79600, 11.76900], [2.30900, 16.92000, 11.05800], [3.36100, 16.74500, 11.93300], [3.18100, 17.67300, 13.15800], [1.92700, 18.25400, 12.99300], [0.68400, 18.28100, 11.27000], [1.96700, 16.81200, 10.17900], [4.15800, 16.04500, 11.71100], [3.89100, 17.61100, 13.92200], [1.55200, 18.97900, 13.60100], [-2.04800, 14.42000, 11.23600], [-1.03100, 14.14000, 10.51900], [-1.34400, 13.48900, 9.36800], [-2.78000, 13.74500, 9.26800], [-3.18100, 14.30900, 10.47700], [-2.11500, 14.73700, 11.99700], [-0.05800, 14.25700, 10.95300], [-0.77100, 13.06100, 8.49500], [-3.60400, 13.59100, 8.47300], [-4.19000, 14.50900, 10.87600], [5.45000, 7.97400, 15.71600], [5.35300, 7.54400, 14.40500], [4.43200, 8.15400, 13.73100], [3.94000, 9.21800, 14.63500], [4.66800, 9.12800, 15.81600], [6.05500, 7.78700, 16.49600], [6.00100, 6.68300, 14.19200], [4.30400, 7.86000, 12.80700], [2.99300, 9.98500, 14.39700], [4.60600, 9.70900, 16.64500], [-0.72900, 14.28900, 14.22100], [-0.77200, 15.61000, 13.85600], [-1.91800, 16.04200, 14.24200], [-2.71300, 14.85700, 14.87600], [-1.85600, 13.79200, 14.69700], [-0.04200, 13.68600, 13.94700], [-0.03800, 16.06300, 13.21600], [-2.20900, 16.99800, 14.18700], [-3.54600, 14.76200, 15.31400], [-1.95600, 12.78400, 14.88000]]
}

# 6
{
  "formula": "C2H4N4S2",
  "method": "ωB97M-V with the def2-TZVPD basis set",
  "smiles": "SCc1nnnn1S",
  "relative_energy_ev": 1.6053,
  "multiplicity": 1,
  "molar_mass_g_mol": 148.22,
  "homo_energy_ev": -9.88,
  "e_lumo_ev": 0.20,
  "gap_ha": 0.3705,
  "total_charge": 0,
  "total_energy_ev": -29767.72435,
  "elements": ["C", "C", "H", "H", "H", "H", "N", "N", "N", "N", "S", "S"],
  "coordinates": [[0.31836, -1.03101, 0.94078], [0.05671, 0.39833, 0.58611], [0.64551, -2.37724, -1.04524], [0.70569, -1.00275, 1.97663], [-0.61767, -1.55311, 0.98668], [-0.32153, 0.39910, -2.79406], [0.32987, 1.36988, 1.37552], [-0.12980, 2.50164, 0.77607], [-0.67947, 2.25657, -0.33533], [-0.56695, 0.88762, -0.53259], [1.53510, -1.95356, -0.11524], [-1.27581, 0.10454, -1.81934]]
}